Computed, not measured: a structure of composition C15H17N2O5SSe5SiTa, with ωB97M-V/def2-TZVPD.

Structure (XYZ):
```
47
C15H17N2O5SSe5SiTa, DFT ωB97M-V/def2-TZVPD
Ta 0.26 -0.73 -0.38
O -1.66 1.19 -4.49
C -1.21 0.74 -3.31
O -0.97 -0.41 -3.08
C -1.06 1.83 -2.29
C -1.47 3.12 -2.55
C -1.43 4.05 -1.52
C -1.05 3.63 -0.27
C -0.66 2.31 -0.09
N -0.62 1.43 -1.09
C -0.36 1.76 1.28
O -0.35 2.49 2.24
O -0.21 0.47 1.29
H -1.75 0.41 -5.07
H -1.81 3.38 -3.54
H -1.74 5.07 -1.70
H -1.04 4.28 0.60
O 1.99 1.18 0.40
N 2.58 0.96 1.55
C 3.12 2.02 2.20
C 3.77 1.87 3.39
C 3.86 0.60 3.96
C 3.29 -0.46 3.30
C 2.63 -0.29 2.08
S 1.98 -1.65 1.22
H 2.97 2.95 1.69
H 4.19 2.74 3.87
H 4.37 0.45 4.90
H 3.32 -1.46 3.71
Se -2.34 -1.01 -0.40
Se -1.32 -2.09 1.34
Se -0.80 -4.15 0.37
Se 0.47 -3.10 -1.32
C 3.79 0.12 -4.70
Si 4.01 -0.23 -2.89
C 4.78 1.18 -1.96
C 4.77 -1.88 -2.53
Se 1.88 -0.34 -2.09
H 4.76 0.20 -5.20
H 3.25 1.06 -4.83
H 3.22 -0.67 -5.17
H 5.82 1.34 -2.26
H 4.74 0.99 -0.89
H 4.22 2.10 -2.16
H 5.74 -2.01 -3.00
H 4.10 -2.67 -2.88
H 4.87 -2.01 -1.45
```

Calculated values
- Kohn-Sham gap: 0.24820 Eh

***

Computed, not measured: a structure of composition C31H22BrF5N4O2RuS, with ωB97M-V/def2-TZVPD.

Structure (XYZ):
```
67
C31H22BrF5N4O2RuS, DFT ωB97M-V/def2-TZVPD
Ru 0.87 -0.99 0.16
O 0.43 -7.01 -1.13
C 0.42 -5.73 -0.80
C -0.75 -4.97 -0.67
C -0.63 -3.65 -0.33
N 0.56 -3.05 -0.11
C 1.66 -3.81 -0.21
Br 3.28 -2.97 0.25
C 1.65 -5.13 -0.55
H -0.46 -7.37 -1.25
H -1.73 -5.40 -0.82
H -1.50 -3.03 -0.19
H 2.56 -5.71 -0.61
N -5.50 6.46 2.97
C -4.76 5.70 2.55
C -3.83 4.72 2.02
C -2.89 5.11 1.07
C -2.00 4.18 0.57
C -2.04 2.86 1.02
C -2.98 2.48 1.97
C -3.87 3.41 2.47
C -1.09 1.84 0.49
C 0.26 1.94 0.82
C 0.90 3.07 1.47
C 2.22 2.81 1.52
C 2.39 1.50 0.95
N 1.25 0.98 0.54
C -1.61 0.85 -0.36
C -2.96 0.81 -0.90
C -2.98 -0.18 -1.81
C -1.64 -0.76 -1.81
N -0.84 -0.16 -0.96
H -2.87 6.13 0.72
H -1.28 4.48 -0.19
H -3.01 1.45 2.32
H -4.60 3.12 3.22
H 0.39 3.95 1.82
H 3.01 3.43 1.91
H 3.31 0.93 0.89
H -3.75 1.49 -0.64
H -3.80 -0.49 -2.44
H -1.28 -1.57 -2.42
F 3.07 -0.76 2.69
C 1.83 -1.05 3.10
C 0.81 -1.25 2.18
C -0.45 -1.48 2.70
F -1.50 -1.64 1.85
C -0.72 -1.53 4.05
F -1.95 -1.74 4.50
C 0.33 -1.34 4.94
F 0.10 -1.39 6.24
C 1.61 -1.10 4.47
F 2.60 -0.90 5.32
O 1.73 -1.04 -1.87
S 3.02 -0.63 -2.61
C 2.72 -1.14 -4.30
C 1.79 -0.08 -4.89
C 2.43 1.25 -4.50
C 2.79 1.14 -3.01
H 2.34 -2.16 -4.26
H 3.70 -1.14 -4.79
H 0.80 -0.18 -4.45
H 1.69 -0.20 -5.97
H 1.78 2.10 -4.68
H 3.34 1.40 -5.08
H 1.97 1.44 -2.36
H 3.69 1.68 -2.73
```

Calculated values
- 2S+1: 5
- Charge: +2
- Kohn-Sham gap (alpha / beta): 0.27183 / 0.20498 Eh

***

Computed, not measured: a cluster of 2 separate species, C2H3IO in total, with ωB97M-V/def2-TZVPD.

Structure (XYZ):
```
7
C2H3IO, DFT ωB97M-V/def2-TZVPD
C -0.68 -0.33 0.46
C -0.19 0.44 -0.65
O -0.76 1.11 0.32
I 3.32 -0.27 -0.04
H -1.62 -0.85 0.39
H 0.02 -0.68 1.21
H -0.09 0.59 -1.70
```

Calculated values
- Kohn-Sham gap (alpha / beta): 0.32920 / 0.19972 Eh

***

Computed, not measured: a cluster of 3 separate species, C31H41F8N2O6PS in total, with ωB97M-V/def2-TZVPD.

Structure (XYZ):
```
90
C31H41F8N2O6PS, DFT ωB97M-V/def2-TZVPD
C 6.77 -1.64 -1.07
C 5.74 -2.77 -1.31
C 5.43 -3.59 -0.04
C 3.93 -3.77 0.23
C 3.15 -2.49 0.34
C 3.78 -1.27 0.59
C 3.05 -0.09 0.70
C 1.68 -0.10 0.50
C 1.04 -1.31 0.26
C 1.76 -2.49 0.21
S -0.70 -1.27 -0.03
C -1.16 0.03 1.08
C -2.38 -0.01 1.74
C -3.27 -1.23 1.58
C -4.71 -1.04 2.00
O -5.36 -2.30 2.12
C -6.12 -2.68 1.01
C -7.49 -1.95 0.93
F -8.50 -2.87 1.08
F -7.61 -1.02 1.91
C -7.73 -1.29 -0.44
F -7.72 -2.30 -1.36
F -6.69 -0.47 -0.75
C -9.07 -0.48 -0.59
F -9.81 -0.55 0.54
F -9.79 -1.02 -1.61
C -8.83 0.99 -0.96
F -8.19 1.62 0.06
F -10.04 1.59 -1.13
C -2.73 1.09 2.50
C -1.90 2.20 2.63
P -2.72 3.52 3.62
O -2.34 4.86 2.74
O -1.66 3.64 4.86
C -0.64 2.22 2.01
C 0.31 3.39 2.13
C 0.66 4.10 0.79
C -0.24 3.69 -0.38
C -0.29 1.12 1.23
N 0.92 1.10 0.50
H 7.73 -1.84 -1.53
H 6.41 -0.68 -1.47
H 6.96 -1.51 0.00
H 4.83 -2.32 -1.71
H 6.14 -3.44 -2.07
H 5.95 -3.21 0.83
H 5.85 -4.59 -0.19
H 3.81 -4.28 1.20
H 3.48 -4.43 -0.52
H 4.85 -1.23 0.74
H 3.56 0.84 0.89
H 1.25 -3.43 0.03
H -3.23 -1.53 0.53
H -2.83 -2.05 2.16
H -5.22 -0.40 1.27
H -4.81 -0.54 2.96
H -6.35 -3.74 1.13
H -5.57 -2.56 0.08
H -8.27 1.08 -1.89
H -3.69 1.14 3.00
H -1.76 5.46 3.23
H -0.79 3.28 4.67
H -0.05 4.12 2.83
H 1.24 3.00 2.57
H 0.64 5.18 0.91
H 1.69 3.84 0.53
H 0.17 2.79 -0.85
H -0.19 4.48 -1.13
H -1.28 3.55 -0.11
H 1.52 1.86 0.76
C -0.47 2.17 -3.44
C 0.91 2.06 -3.99
O 1.88 2.66 -3.70
N 1.12 0.97 -5.06
C 1.26 1.59 -6.43
H -0.55 3.11 -2.91
H -1.22 2.12 -4.23
H -0.62 1.34 -2.74
H 0.37 0.28 -5.05
H 2.00 0.53 -4.81
H 0.35 2.13 -6.67
H 1.42 0.79 -7.15
H 2.11 2.26 -6.40
C 10.31 -2.24 2.37
C 9.18 -2.36 1.33
O 8.02 -2.52 1.78
O 9.53 -2.27 0.13
H 9.93 -2.33 3.39
H 11.05 -3.03 2.20
H 10.82 -1.28 2.26
```

Calculated values
- Kohn-Sham gap: 0.13117 Eh

***

Respective energy values: -13819.5620 -5129.7972 -450.7925 -3305.2032 Ha.
Respective energy relative to the best compared isomer or geometry (same formula, charge and spin) values: 171.7 1.7 357.9 152.4 kJ/mol.